Record 1
45
Properties=species:S:1:pos:R:3 method="wB97M-V/def2-TZVPD" multiplicity=5 total_charge=+3 total_energy_ev=-67486.8254
C -2.56 -1.95 2.52
C -1.40 -1.35 1.75
H -1.98 -2.50 3.29
H -3.26 -2.64 2.05
H -3.26 -1.26 3.01
O -0.24 -1.44 2.14
I -3.49 -0.02 -0.14
Ru -0.79 -0.02 0.06
P -0.28 1.55 1.33
C 1.40 1.16 1.96
C -0.30 3.26 0.69
H -0.55 3.88 1.57
H -0.83 2.48 3.41
H -1.06 3.35 -0.11
H -2.32 1.85 2.46
H 2.09 1.91 1.51
H 0.71 3.48 0.30
C -1.29 1.65 2.85
H 1.28 1.29 3.06
H -1.30 0.66 3.39
H 1.72 0.15 1.68
P -0.24 -1.98 -0.90
C 1.37 -2.57 -0.37
C -1.38 -3.44 -0.53
H -0.86 -0.92 -3.03
H -0.75 -2.74 -3.19
H 0.74 -1.79 -3.06
C -0.30 -1.81 -2.73
H -2.38 -3.20 -0.97
H -0.93 -4.30 -1.10
H 1.45 -3.59 -0.62
H 1.50 -2.44 0.74
H -1.42 -3.67 0.55
H 2.13 -1.97 -0.90
Cl -1.52 1.50 -1.93
C 2.73 2.14 -0.92
S 1.45 0.97 -1.65
C 1.24 1.75 -3.24
O 2.34 -0.20 -2.00
H 2.33 3.14 -0.47
H 3.33 2.34 -1.83
H 3.27 1.51 -0.20
H 1.74 2.71 -3.07
H 1.71 1.13 -3.98
H 0.14 1.93 -3.40

Record 2
44
Properties=species:S:1:pos:R:3 method="wB97M-V/def2-TZVPD" de_lowest_ev=0.437 smiles="CC1(C)CCCC(C)(C)N1O.NC(N)=O.O.O" total_charge=0 total_energy_ev=-23467.5527
C 7.17 8.54 7.52
C 6.87 7.08 7.42
C 5.50 6.80 6.81
C 7.89 6.33 6.51
C 7.82 4.80 6.57
C 8.10 4.41 7.99
C 7.12 5.01 8.96
C 5.70 4.50 8.89
C 7.67 4.88 10.36
N 7.18 6.50 8.70
O 6.31 7.08 9.71
H 8.09 8.68 8.08
H 7.32 8.97 6.54
H 6.30 9.11 7.96
H 5.26 7.42 5.94
H 5.31 5.81 6.53
H 4.66 6.98 7.51
H 7.77 6.84 5.56
H 8.84 6.61 6.95
H 6.89 4.34 6.37
H 8.59 4.34 5.88
H 9.08 4.73 8.32
H 7.92 3.31 7.99
H 5.65 3.41 8.81
H 5.11 4.62 7.93
H 5.08 4.73 9.77
H 8.74 5.00 10.45
H 7.38 3.91 10.77
H 7.18 5.68 10.98
H 6.99 7.63 10.19
N 4.39 6.28 14.25
C 5.18 6.70 13.18
N 4.69 6.37 11.94
O 6.30 7.13 13.30
H 4.64 6.60 15.14
H 3.35 6.20 14.11
H 3.69 6.48 11.91
H 5.26 6.71 11.06
O 9.04 7.91 13.15
H 9.56 8.44 13.79
H 8.16 7.70 13.60
O 8.33 8.61 10.57
H 8.88 9.15 9.97
H 8.59 8.76 11.47